# 1
Entry from the OMol25 dataset: a structure of composition C16H31MnNP2S at a distorted geometry (the ωB97M-V functional and the def2-TZVPD basis).

As for the energy above the lowest of the compared OMol25 structures with the same formula, charge and spin: 44.56 kJ/mol. Its HOMO-LUMO gap (spin up / spin down) is 0.2178 / 0.2545 hartree. Its strongest force on any atom is 3.3 eV/Å.

```
! RIJCOSX wB97M-V def2-TZVPD def2/J DEFGRID3
* xyz 0 6
P 1.421 2.029 0.021
P 1.840 -0.777 -1.510
C 3.089 1.615 -0.692
C 2.987 0.655 -1.858
H 3.689 1.189 0.124
H 3.534 2.566 -1.011
H 2.604 1.157 -2.757
H 3.970 0.223 -2.084
C 3.106 -1.791 -0.614
H 2.730 -2.812 -0.461
H 3.322 -1.350 0.371
H 4.025 -1.818 -1.218
C 2.048 -1.449 -3.206
H 3.121 -1.601 -3.389
H 1.646 -0.706 -3.910
H 1.496 -2.389 -3.313
C 2.091 3.053 1.365
H 1.262 3.484 1.938
H 2.720 3.833 0.914
H 2.689 2.396 2.013
C 0.970 3.283 -1.255
H 0.786 2.804 -2.230
H 1.800 4.002 -1.338
H 0.048 3.801 -0.951
Mn -2.983 -0.862 1.274
C -1.999 -1.779 -0.504
C -1.320 -2.197 0.655
C -0.042 -1.644 1.214
C -0.195 -0.471 2.226
C -1.370 0.417 1.979
C -1.838 0.878 0.713
C -1.162 0.611 -0.595
C -1.676 -0.608 -1.388
C -4.310 0.279 2.188
H -2.696 -2.491 -0.964
H -1.574 -3.199 1.035
H 0.675 -1.346 0.426
H 0.481 -2.458 1.746
H -0.306 -0.914 3.228
H 0.746 0.100 2.279
H -1.741 0.947 2.867
H -2.538 1.729 0.714
H -0.077 0.408 -0.428
H -1.211 1.503 -1.233
H -2.580 -0.299 -1.936
H -0.927 -0.854 -2.160
H -5.235 0.213 1.594
H -3.947 1.312 2.276
H -4.473 -0.189 3.183
S -5.826 -4.613 1.708
C -4.808 -3.404 1.535
N -4.063 -2.466 1.421
*
```

In elementary charge units, the Mulliken charges are: number 1, P, carries 1.49; number 2, P, carries 1.16; number 3, C, carries -1.43; number 4, C, carries -1.27; number 5, H, carries 0.40; number 6, H, carries 0.58; number 7, H, carries 0.45; number 8, H, carries 0.54; number 9, C, carries -1.51; number 10, H, carries 0.38; number 11, H, carries 0.37; number 12, H, carries 0.47; number 13, C, carries -1.44; number 14, H, carries 0.43; number 15, H, carries 0.42; number 16, H, carries 0.39; number 17, C, carries -1.40; number 18, H, carries 0.38; number 19, H, carries 0.42; number 20, H, carries 0.39; number 21, C, carries -1.68; number 22, H, carries 0.38; number 23, H, carries 0.48; number 24, H, carries 0.38; number 25, Mn, carries 0.29; number 26, C, carries -0.28; number 27, C, carries -0.34; number 28, C, carries 0.10; number 29, C, carries -0.74; number 30, C, carries -0.51; number 31, C, carries 0.04; number 32, C, carries 0.73; number 33, C, carries -1.02; number 34, C, carries -1.21; number 35, H, carries 0.48; number 36, H, carries 0.52; number 37, H, carries -1.12; number 38, H, carries 0.74; number 39, H, carries 0.50; number 40, H, carries 0.29; number 41, H, carries 0.51; number 42, H, carries 0.37; number 43, H, carries -1.86; number 44, H, carries 0.82; number 45, H, carries 0.47; number 46, H, carries 0.30; number 47, H, carries 0.32; number 48, H, carries 0.33; number 49, H, carries 0.28; number 50, S, carries -0.44; number 51, C, carries 0.45; number 52, N, carries -0.80

# 2
Entry from the OMol25 dataset: a cluster of 8 separate species, C28H76O24P4 in total at a distorted geometry (the ωB97M-V functional and the def2-TZVPD basis).

As for the energy above the lowest of the compared OMol25 structures with the same formula, charge and spin: 0.00 kJ/mol. As for the structure (SMILES): COP(=O)(OC)OC.COP(=O)(OC)OC.COP(=O)(OC)OC.COP(=O)(OC)OC.COCCOC.COCCOC.COCCOC.COCCOC. Its HOMO-LUMO gap is 0.3567 hartree. Its strongest force on any atom is 1.4 eV/Å.

```
! RIJCOSX wB97M-V def2-TZVPD def2/J DEFGRID3
* xyz 0 1
C -3.412 -8.377 0.650
O -2.551 -7.635 1.528
P -2.672 -6.082 1.579
O -2.789 -5.372 0.308
O -3.951 -5.881 2.514
C -4.745 -4.695 2.491
O -1.457 -5.688 2.505
C -1.343 -4.310 2.861
H -2.797 -8.972 -0.017
H -4.009 -7.706 0.028
H -4.083 -8.958 1.276
H -5.792 -4.978 2.465
H -4.437 -4.010 1.701
H -4.573 -4.143 3.423
H -1.880 -3.650 2.176
H -0.288 -4.049 2.811
H -1.701 -4.127 3.874
C -5.441 -5.466 -1.308
O -6.010 -4.236 -1.686
P -5.982 -3.741 -3.179
O -6.371 -4.728 -4.191
O -4.542 -3.140 -3.339
C -3.537 -3.760 -4.161
O -6.879 -2.452 -3.125
C -8.298 -2.625 -3.288
H -5.239 -5.488 -0.238
H -4.462 -5.655 -1.754
H -6.119 -6.304 -1.491
H -2.845 -2.963 -4.411
H -3.981 -4.144 -5.081
H -3.103 -4.611 -3.642
H -8.770 -2.659 -2.306
H -8.532 -3.512 -3.871
H -8.661 -1.740 -3.805
C 3.085 7.755 -0.129
O 2.513 7.916 1.170
P 2.241 6.700 2.134
O 1.633 7.086 3.394
O 3.636 5.956 2.268
C 4.641 6.382 3.177
O 1.432 5.717 1.210
C 1.033 4.433 1.732
H 4.017 8.316 -0.152
H 2.398 8.151 -0.874
H 3.270 6.709 -0.371
H 4.367 7.335 3.636
H 5.580 6.528 2.647
H 4.769 5.639 3.963
H 0.033 4.516 2.155
H 1.724 4.088 2.499
H 1.000 3.729 0.905
C -1.318 1.106 -2.911
O -0.797 1.616 -4.157
P 0.708 1.920 -4.452
O 1.466 0.909 -5.177
O 0.623 3.346 -5.157
C 1.300 3.564 -6.380
O 1.270 2.255 -2.999
C 2.591 2.744 -2.862
H -2.321 1.496 -2.788
H -0.685 1.370 -2.067
H -1.335 0.020 -2.979
H 0.612 3.913 -7.155
H 1.794 2.686 -6.794
H 2.042 4.358 -6.261
H 2.614 3.485 -2.062
H 2.974 3.238 -3.758
H 3.288 1.943 -2.609
C -6.582 -1.488 0.656
O -5.779 -0.389 0.307
C -6.064 0.103 -0.979
C -5.106 1.163 -1.484
O -4.708 2.131 -0.532
C -3.646 1.691 0.311
H -7.628 -1.161 0.733
H -6.239 -1.866 1.618
H -6.527 -2.314 -0.066
H -7.107 0.442 -1.045
H -5.971 -0.744 -1.677
H -5.640 1.731 -2.249
H -4.198 0.749 -1.938
H -3.958 0.828 0.899
H -3.426 2.526 0.972
H -2.755 1.433 -0.271
C -3.013 -2.018 -0.746
O -1.844 -1.235 -0.826
C -0.741 -1.870 -0.237
C 0.482 -1.040 -0.458
O 0.353 0.172 0.255
C 1.561 0.909 0.325
H -3.329 -2.200 0.295
H -2.846 -2.976 -1.244
H -3.865 -1.493 -1.170
H -0.623 -2.890 -0.634
H -0.933 -1.974 0.844
H 0.586 -0.796 -1.526
H 1.370 -1.589 -0.119
H 2.465 0.299 0.283
H 1.503 1.543 1.209
H 1.579 1.619 -0.517
C 10.231 0.564 0.024
O 9.106 -0.169 0.405
C 8.382 -0.666 -0.698
C 7.370 -1.671 -0.233
O 6.400 -1.001 0.541
C 5.363 -1.854 0.963
H 10.686 0.930 0.944
H 9.979 1.416 -0.619
H 10.971 -0.053 -0.504
H 9.090 -1.077 -1.425
H 7.805 0.143 -1.179
H 7.866 -2.399 0.429
H 6.937 -2.188 -1.096
H 4.522 -1.209 1.240
H 5.623 -2.369 1.894
H 4.978 -2.510 0.178
C 4.551 2.525 2.144
O 3.642 2.116 3.125
C 4.214 2.133 4.415
C 3.120 1.905 5.435
O 1.940 2.612 5.174
C 2.100 4.011 5.310
H 4.099 2.668 1.159
H 5.305 1.741 1.985
H 5.002 3.494 2.388
H 4.741 3.087 4.553
H 4.962 1.330 4.488
H 3.507 2.172 6.429
H 2.869 0.844 5.468
H 1.122 4.440 5.102
H 2.809 4.363 4.556
H 2.390 4.308 6.323
*
```

Atom charges from the Mulliken analysis, given in e for atoms 1 to 99: number 1, C, carries -0.34; number 2, O, carries -0.43; number 3, P, carries 0.90; number 4, O, carries -0.27; number 5, O, carries -0.37; number 6, C, carries -0.37; number 7, O, carries -0.42; number 8, C, carries -0.15; number 9, H, carries 0.27; number 10, H, carries -0.01; number 11, H, carries 0.28; number 12, H, carries 0.35; number 13, H, carries -0.03; number 14, H, carries 0.35; number 15, H, carries -0.17; number 16, H, carries 0.28; number 17, H, carries 0.30; number 18, C, carries -0.49; number 19, O, carries 0.01; number 20, P, carries 0.65; number 21, O, carries -0.80; number 22, O, carries 0.16; number 23, C, carries -0.85; number 24, O, carries -0.18; number 25, C, carries -0.90; number 26, H, carries -0.09; number 27, H, carries 0.29; number 28, H, carries 0.33; number 29, H, carries 0.23; number 30, H, carries 0.37; number 31, H, carries 0.30; number 32, H, carries 0.27; number 33, H, carries 0.40; number 34, H, carries 0.25; number 35, C, carries -0.54; number 36, O, carries -0.40; number 37, P, carries 0.93; number 38, O, carries -0.75; number 39, O, carries -0.01; number 40, C, carries -0.79; number 41, O, carries -0.27; number 42, C, carries 0.51; number 43, H, carries 0.26; number 44, H, carries 0.27; number 45, H, carries 0.21; number 46, H, carries 0.41; number 47, H, carries 0.27; number 48, H, carries 0.19; number 49, H, carries 0.29; number 50, H, carries -0.32; number 51, H, carries -0.23; number 52, C, carries 0.05; number 53, O, carries -0.41; number 54, P, carries 0.63; number 55, O, carries -0.72; number 56, O, carries -0.29; number 57, C, carries -0.81; number 58, O, carries 0.08; number 59, C, carries -0.75; number 60, H, carries 0.11; number 61, H, carries 0.10; number 62, H, carries 0.19; number 63, H, carries 0.28; number 64, H, carries 0.37; number 65, H, carries 0.26; number 66, H, carries 0.19; number 67, H, carries 0.36; number 68, H, carries 0.28; number 69, C, carries -0.47; number 70, O, carries -0.30; number 71, C, carries -0.07; number 72, C, carries -0.09; number 73, O, carries -0.47; number 74, C, carries -0.07; number 75, H, carries 0.32; number 76, H, carries 0.20; number 77, H, carries 0.06; number 78, H, carries 0.57; number 79, H, carries -0.19; number 80, H, carries 0.42; number 81, H, carries -0.24; number 82, H, carries 0.15; number 83, H, carries 0.33; number 84, H, carries -0.13; number 85, C, carries -0.19; number 86, O, carries 0.21; number 87, C, carries -0.29; number 88, C, carries -0.49; number 89, O, carries -0.37; number 90, C, carries 0.26; number 91, H, carries 0.04; number 92, H, carries 0.30; number 93, H, carries -0.51; number 94, H, carries 0.43; number 95, H, carries -0.08; number 96, H, carries 0.18; number 97, H, carries 0.41; number 98, H, carries 0.08; number 99, H, carries -0.02